This record from the Open Molecules 2025 dataset describes 2 unconnected molecules or ions with the total composition C3H12N6 at a distorted geometry. The level of theory is ωB97M-V/def2-TZVPD.

Summary:
Energy ... -449.9090 Eh
Total charge ... 0
Relative energy (zero: lowest compared OMol25 entry of this formula, charge and spin) ... 51.3 kcal/mol
HOMO level ... -0.2973 Eh

Structure (XYZ):
```
21
Properties=species:S:1:pos:R:3:forces:R:3
H -0.940802 -1.918519 2.055389 -0.7 0.2 0.1
N -1.237747 -2.324687 1.161368 1.9 1.0 -1.2
C -0.957476 -1.482118 0.234256 -3.9 1.8 1.2
N -0.993929 0.092929 0.390519 1.4 -1.8 -0.9
N -0.870253 0.487815 1.720614 -0.1 0.1 1.4
N -1.973562 0.824350 -0.282077 -0.6 -0.6 -0.5
H -1.252072 -1.715202 -0.796676 0.6 0.1 0.1
H 0.106848 0.734435 1.927048 -0.1 -0.1 -0.5
H -1.392900 1.350022 1.854643 -0.2 -0.3 -0.2
H -2.851538 0.312089 -0.343866 -0.1 0.0 0.2
H -1.713944 1.039468 -1.244647 0.3 -0.1 0.3
H 1.967022 1.966980 0.428115 -0.1 -0.2 0.1
N 1.907096 0.985173 0.704856 -1.3 -0.5 -0.5
C 1.309726 0.293953 -0.222010 2.9 -1.0 0.1
C 1.211673 0.785969 -1.646409 -0.9 0.0 0.2
N 1.271946 -1.122567 -0.032920 0.2 2.0 -0.1
H 2.212224 0.896279 -2.070999 -0.1 -0.1 0.1
H 0.728702 1.765883 -1.648759 0.1 0.0 -0.1
H 0.608628 0.117690 -2.264949 0.1 0.0 -0.1
H 1.550417 -1.355778 0.917707 0.2 -0.6 -0.8
H 1.309938 -1.734163 -0.841204 0.3 0.1 0.7
```
Positions in Å, forces in eV/Å.

---

This record from the Open Molecules 2025 dataset describes 2 unconnected molecules or ions with the total composition C5H16N3 at a distorted geometry. The level of theory is ωB97M-V/def2-TZVPD.

Summary:
Energy ... -364.1493 Eh
Total charge ... +1
Relative energy (zero: lowest compared OMol25 entry of this formula, charge and spin) ... 16.4 kcal/mol
HOMO level ... -0.5263 Eh

Structure (XYZ):
```
24
Properties=species:S:1:pos:R:3:forces:R:3
C -1.593686 -2.242794 0.235624 -0.8 0.3 0.6
C -0.142021 -1.390966 -1.540924 -0.9 -2.1 -0.8
N -0.623271 -2.417025 -0.835676 -0.3 0.6 1.2
N 0.855251 -1.640358 -2.390894 0.8 1.2 -0.3
N -0.828629 -0.262947 -1.625417 0.5 0.7 0.0
H -0.131230 -3.290024 -0.738068 0.4 0.2 -0.5
H 1.323377 -2.525045 -2.479865 -0.1 -0.1 0.3
H 1.336111 -0.856081 -2.817757 -0.2 -0.3 0.0
H -1.570978 0.000119 -1.004396 0.0 -0.3 0.2
H -0.410053 0.517811 -2.096844 0.1 0.1 -0.2
H -2.594088 -2.562508 -0.035998 0.0 -0.3 -0.3
H -1.724063 -1.213738 0.580415 0.5 0.0 -0.2
H -1.285941 -2.789367 1.122998 0.1 -0.2 -0.1
C 1.281604 1.655089 1.299530 -0.7 0.7 1.5
C 0.183986 1.637298 2.405571 -0.3 -0.2 -1.3
C 0.724141 2.186613 -0.013707 0.5 0.3 0.2
H 1.801240 0.703498 1.325043 0.0 -0.2 -0.6
H 1.983593 2.401415 1.664365 0.5 -0.1 -0.2
H -0.046360 2.639273 2.769652 0.1 -0.1 0.1
H -0.732096 1.277457 1.910987 0.0 -0.1 0.5
H 1.442840 2.085673 -0.831351 -0.3 -0.2 -0.1
H 0.431952 0.975031 3.224708 0.0 0.0 0.2
H 0.602774 3.250452 0.140756 0.0 0.4 -0.2
H -0.284455 1.861126 -0.268752 0.2 -0.4 0.0
```
Positions in Å, forces in eV/Å.

---

This record from the Open Molecules 2025 dataset describes 2 unconnected molecules or ions with the total composition C5H9NO. The level of theory is ωB97M-V/def2-TZVPD.

Summary:
Energy ... -325.9073 Eh
Total charge ... 0
Relative energy (zero: lowest compared OMol25 entry of this formula, charge and spin) ... 19.0 kcal/mol
HOMO level ... -0.3039 Eh

Structure (XYZ):
```
16
Properties=species:S:1:pos:R:3:forces:R:3
C 0.263180 -2.087640 -0.391201 0.1 0.1 -0.1
C 0.046548 -0.620321 -0.526911 -0.3 -0.1 0.0
C -0.985009 0.162054 -0.066327 -0.1 -0.3 -0.2
C -0.818873 1.462814 -0.610443 0.0 0.2 -0.5
C 0.319708 1.437555 -1.368503 -0.3 -0.2 -0.1
N 0.840427 0.173169 -1.299794 0.2 0.0 -0.2
H -0.161588 -2.431690 0.542799 0.2 -0.1 0.3
H 1.327228 -2.317566 -0.442998 0.0 -0.2 0.2
H -0.239692 -2.666898 -1.167547 0.0 0.1 -0.2
H -1.830350 -0.238589 0.469177 0.0 0.2 0.2
H -1.504796 2.295005 -0.636464 0.0 0.0 0.4
H 0.717960 2.166429 -2.045662 0.2 0.2 0.1
H 1.626022 -0.142759 -1.843308 0.0 0.0 0.2
O 0.074705 -0.027423 3.189989 0.0 0.1 -0.3
H 0.067580 0.472609 2.359672 0.0 -0.1 0.2
H -0.452331 -0.801953 2.971068 0.0 0.0 0.1
```
Positions in Å, forces in eV/Å.

---

This record from the Open Molecules 2025 dataset describes a molecular structure, C4H4CuLiO5 at a distorted geometry. The level of theory is ωB97M-V/def2-TZVPD.

Summary:
Energy ... -2179.0331 Eh
Total charge ... -1
Relative energy (zero: lowest compared OMol25 entry of this formula, charge and spin) ... 8.6 kcal/mol
HOMO level (spin up / spin down) ... -0.0409 / -0.1715 Eh
Spin multiplicity ... 2

Structure (XYZ):
```
15
Properties=species:S:1:pos:R:3:forces:R:3
C -0.349894 -0.930071 0.934218 1.0 1.1 -2.6
O -0.512784 -2.089731 0.536680 0.2 -0.7 0.7
O -0.514604 0.722359 -1.200612 1.6 -0.5 0.3
C -1.220333 1.175319 -0.093844 1.4 -0.4 0.3
C -1.502981 0.034316 0.927085 -0.7 0.1 0.6
H -2.196539 1.617214 -0.377436 0.4 -0.1 0.0
H -0.596140 1.920857 0.441659 -0.4 0.1 -0.1
H -2.417134 -0.497966 0.640191 0.2 0.0 0.2
H -1.618080 0.469228 1.929710 -0.1 0.0 -0.1
Cu 1.343973 -2.722335 -0.446577 -0.1 0.3 0.1
Li 3.551623 0.079762 -1.621026 -1.3 -0.2 0.6
O 2.120088 1.201604 -0.602220 -0.8 0.1 0.2
O 0.831894 -0.362362 0.955468 -0.4 -0.1 0.6
O 1.709661 -0.842876 -1.308474 -0.6 0.4 -0.3
C 1.371246 0.224683 -0.714823 -0.2 -0.1 -0.5
```
Positions in Å, forces in eV/Å.

---

This record from the Open Molecules 2025 dataset describes a single C6H10OS molecule at a distorted geometry. The level of theory is ωB97M-V/def2-TZVPD.

Summary:
Energy ... -707.8558 Eh
Total charge ... 0
Relative energy (zero: lowest compared OMol25 entry of this formula, charge and spin) ... 122.0 kcal/mol
HOMO level ... -0.3063 Eh

Structure (XYZ):
```
18
Properties=species:S:1:pos:R:3:forces:R:3
C -1.213028 -1.368562 -0.328022 -0.9 2.1 -0.7
O -0.638238 -1.314168 0.949017 3.7 -0.9 -2.8
C 0.696370 -0.713517 0.628498 -0.5 2.6 3.7
C 1.416121 -0.609072 -0.779913 -2.4 -1.3 0.3
C 1.002065 0.918860 -0.776796 -1.9 0.7 -0.4
C 0.367155 0.850993 0.636680 0.5 0.6 0.5
C -1.150810 1.033338 0.571190 0.8 4.2 3.7
S -2.272197 0.189360 -0.457092 0.4 -0.4 -1.2
H -0.633616 -1.463010 -1.329227 -1.1 -0.2 2.5
H -1.953069 -2.037467 -0.180523 -2.2 -2.8 -0.5
H 1.370611 -0.878359 1.503530 -0.5 -0.8 -0.9
H 0.838498 -1.425726 -1.553108 2.9 2.7 1.7
H 2.452507 -0.788692 -0.494379 0.1 -0.2 -0.9
H -0.003842 1.057763 -1.331899 2.2 0.0 -0.3
H 1.679912 1.785702 -0.888345 0.0 -0.9 -0.6
H 0.627324 1.727899 1.585216 0.1 -3.1 -2.8
H -1.216139 2.215854 0.614808 -0.7 -2.2 -0.9
H -1.369626 0.818798 1.630372 -0.6 -0.1 -0.4
```
Positions in Å, forces in eV/Å.

---

This record from the Open Molecules 2025 dataset describes a molecular structure, C5H7NO2 at a distorted geometry. The level of theory is ωB97M-V/def2-TZVPD.

Summary:
Energy ... -399.6860 Eh
Total charge ... 0
Relative energy (zero: lowest compared OMol25 entry of this formula, charge and spin) ... 175.4 kcal/mol
HOMO level ... -0.3696 Eh

Structure (XYZ):
```
15
Properties=species:S:1:pos:R:3:forces:R:3
C -0.648212 -0.539724 -2.209883 2.4 0.6 0.7
C -0.132298 -0.719139 -0.688798 -0.1 0.7 -1.6
C 0.752637 0.021940 0.983792 2.5 -5.1 -0.6
C 0.814831 0.977306 2.054635 0.9 0.4 0.6
C -0.441340 0.433055 0.382626 -2.1 -1.3 -1.4
H -0.971146 0.586367 -2.353733 0.5 -2.5 0.1
H 0.546092 -0.653978 -2.905685 -4.3 -0.2 1.8
H -1.580710 -1.310331 -2.284924 2.6 1.9 -0.6
H -0.245845 -1.771647 -0.386892 -0.7 0.5 0.3
H 0.756917 -1.090206 1.371634 -0.6 2.2 0.4
H 1.757216 1.064236 2.546712 0.0 1.1 1.1
H -0.275012 1.428608 -0.005864 0.2 0.1 -1.3
N -0.372079 1.348967 2.395605 0.7 -0.9 -0.1
O 1.336586 -0.475560 -0.386185 -1.7 2.1 0.4
O -1.297638 0.700106 1.486960 -0.2 0.3 0.1
```
Positions in Å, forces in eV/Å.

---

This record from the Open Molecules 2025 dataset describes 2 unconnected molecules or ions with the total composition C3H12NS2 at a distorted geometry. The level of theory is ωB97M-V/def2-TZVPD.

Summary:
Energy ... -972.3824 Eh
Total charge ... +1
Relative energy (zero: lowest compared OMol25 entry of this formula, charge and spin) ... 4.6 kcal/mol
HOMO level ... -0.4714 Eh

Structure (XYZ):
```
18
Properties=species:S:1:pos:R:3:forces:R:3
C 1.110974 -0.613406 2.947722 0.8 -0.4 0.4
N 1.147595 0.007674 1.583761 -0.9 0.9 0.6
H 2.062522 -1.208797 3.059943 -1.2 0.6 0.0
H 1.072368 0.191206 3.709930 0.0 -0.6 -0.5
H 0.213918 -1.258830 2.989567 0.6 0.4 0.1
H 1.127452 -0.672141 0.841996 0.2 -0.9 -0.9
H 1.947416 0.617049 1.421670 0.0 0.0 0.2
H 0.278205 0.543861 1.390951 0.5 0.0 0.2
C 0.857970 0.732960 -1.987501 -0.7 0.4 0.6
S 0.189183 -0.855807 -1.378640 -0.2 0.4 0.2
S -1.530233 -0.239134 -0.394758 0.4 -0.3 -0.4
C -2.695449 -0.129033 -1.778162 0.3 1.2 0.1
H 0.298410 1.082820 -2.859780 0.0 0.0 0.3
H 0.845465 1.483449 -1.164823 -0.1 -0.4 -0.7
H 1.866858 0.555068 -2.292670 0.7 -0.2 -0.2
H -2.763688 -1.074298 -2.266676 -0.1 -0.6 -0.3
H -3.650035 0.167686 -1.353879 -0.1 -0.1 0.1
H -2.378932 0.669680 -2.468647 -0.1 -0.4 0.2
```
Positions in Å, forces in eV/Å.